No. 1
Below is a structure of composition C19H13Br2I2N5O3SSn, with properties calculated with ωB97M-V with the def2-TZVPD basis set.

The geometry in XYZ format:
```
46
Properties=species:S:1:pos:R:3:nbo_charge:R:1
Sn -1.625 -0.131 0.003 1.376
N 4.022 4.473 -5.144 -0.574
C 3.103 3.912 -4.373 0.250
C 3.231 3.978 -2.951 -0.190
C 2.268 3.416 -2.164 -0.116
C 1.172 2.775 -2.758 -0.185
C 1.032 2.696 -4.155 -0.166
C 1.980 3.255 -4.962 -0.172
S -0.160 2.142 -1.727 2.315
O -0.162 2.967 -0.557 -0.931
O -1.287 2.097 -2.610 -0.919
N 0.238 0.680 -1.211 -1.030
C 0.187 -0.387 -2.093 0.570
N 0.745 -0.378 -3.287 -0.478
C 0.646 -1.513 -3.981 0.143
C -0.005 -2.646 -3.503 -0.310
C -0.611 -2.549 -2.271 0.126
N -0.515 -1.418 -1.561 -0.612
H 4.818 4.958 -4.754 0.431
H 3.949 4.455 -6.152 0.432
H 4.083 4.492 -2.526 0.244
H 2.318 3.487 -1.087 0.254
H 0.155 2.213 -4.560 0.277
H 1.893 3.226 -6.040 0.244
H 1.099 -1.512 -4.965 0.222
H -0.066 -3.551 -4.086 0.260
H -1.191 -3.359 -1.844 0.232
Br -2.517 -4.983 2.092 0.246
C -1.106 -3.852 2.460 -0.128
C -0.095 -4.229 3.334 -0.254
C 0.965 -3.388 3.626 -0.025
Br 2.281 -3.978 4.788 0.236
C 1.057 -2.073 3.041 -0.048
C 2.076 -1.141 3.300 -0.101
C 2.040 0.087 2.684 -0.224
C 1.001 0.385 1.802 0.116
N 0.035 -0.487 1.553 -0.527
C 0.049 -1.690 2.157 0.092
C -1.075 -2.572 1.822 0.479
O -1.955 -2.181 1.018 -0.627
H -0.136 -5.204 3.799 0.271
H 2.877 -1.393 3.983 0.258
H 2.802 0.829 2.874 0.255
H 0.934 1.339 1.295 0.246
I -3.362 1.511 2.060 -0.020
I -4.460 2.008 4.408 0.062
```

Properties
**Highest occupied orbital energy (spin up / spin down)**: -13.18 / -13.18 eV
**HOMO-LUMO gap (spin up / spin down)**: 5.125 / 4.462 eV
**Charge**: +2
**ΔE to the lowest compared entry with this formula, charge and spin**: 0.0 kcal/mol
**Molecular weight**: 923.74 g/mol
**Spin multiplicity**: 1

=====

No. 2
Below is a cluster of 15 separate species, C70H199Cl2N32O14P9 in total at a distorted geometry, with properties calculated with ωB97M-V with the def2-TZVPD basis set.

The geometry in XYZ format:
```
326
Properties=species:S:1:pos:R:3:lowdin_charge:R:1
O 18.253 29.981 21.641 -0.295
P 17.807 28.792 22.408 0.553
N 17.099 29.277 23.885 -0.306
C 16.539 28.309 24.785 -0.124
C 17.462 30.613 24.438 -0.095
N 18.842 27.533 22.801 -0.317
C 19.509 26.801 21.774 -0.144
C 19.875 27.903 23.773 -0.096
N 16.711 27.966 21.473 -0.310
C 15.634 28.670 20.894 -0.120
C 16.409 26.643 21.799 -0.171
H 17.293 28.006 25.487 0.058
H 16.194 27.445 24.199 0.047
H 15.729 28.752 25.358 0.088
H 18.131 30.454 25.368 0.100
H 16.555 31.141 24.741 0.073
H 17.924 31.212 23.632 0.072
H 19.905 25.851 22.232 0.087
H 18.839 26.606 20.903 0.061
H 20.448 27.313 21.462 0.096
H 19.382 28.468 24.581 0.075
H 20.200 26.916 24.092 0.066
H 20.689 28.485 23.268 0.105
H 15.066 28.094 20.104 0.107
H 14.807 28.793 21.523 0.038
H 16.001 29.694 20.689 0.095
H 17.242 26.031 22.036 0.036
H 16.025 26.203 20.780 0.121
H 15.672 26.494 22.649 0.074
O 16.617 22.117 25.115 -0.273
P 17.434 22.761 26.152 0.447
N 18.428 23.881 25.630 -0.277
C 19.175 23.573 24.376 -0.074
C 18.078 25.297 25.672 -0.091
N 18.436 21.583 26.918 -0.284
C 17.838 20.281 27.260 -0.105
C 19.774 21.825 27.369 -0.151
N 16.476 23.369 27.321 -0.312
C 17.179 23.956 28.480 -0.106
C 15.028 23.456 27.272 -0.085
H 19.547 22.525 24.477 0.089
H 19.967 24.275 24.332 0.045
H 18.564 23.716 23.485 0.075
H 18.924 25.922 25.736 0.060
H 17.507 25.501 26.534 0.056
H 17.615 25.703 24.761 0.077
H 18.353 19.410 26.785 0.077
H 17.916 20.041 28.318 0.071
H 16.815 20.120 26.888 0.082
H 20.270 22.654 26.867 0.063
H 19.806 22.042 28.458 0.080
H 20.421 20.944 27.237 0.081
H 18.246 24.069 28.224 0.074
H 16.623 24.914 28.782 0.103
H 17.005 23.417 29.409 0.074
H 14.684 22.999 26.344 0.076
H 14.752 24.504 27.250 0.075
H 14.577 22.979 28.122 0.078
O 10.833 21.083 19.689 -0.282
P 12.102 21.402 19.031 0.451
N 12.884 20.119 18.299 -0.285
C 13.639 19.145 19.051 -0.120
C 12.017 19.366 17.366 -0.089
N 13.051 22.122 20.093 -0.269
C 13.138 21.741 21.547 -0.056
C 14.363 22.636 19.655 -0.093
N 11.857 22.348 17.643 -0.291
C 10.674 23.183 17.463 -0.132
C 12.728 22.541 16.476 -0.136
H 14.103 18.397 18.422 0.057
H 12.986 18.570 19.712 0.100
H 14.380 19.630 19.694 0.063
H 11.180 18.964 17.932 0.081
H 12.615 18.505 16.950 0.090
H 11.634 20.004 16.585 0.068
H 13.324 22.617 22.103 0.046
H 12.153 21.440 21.941 0.090
H 13.920 20.990 21.723 0.068
H 14.249 23.161 18.746 0.052
H 14.636 23.363 20.455 0.084
H 15.125 21.914 19.480 0.034
H 10.113 23.440 18.417 0.097
H 10.870 24.105 16.944 0.059
H 9.904 22.670 16.835 0.088
H 13.226 23.539 16.519 0.077
H 12.146 22.452 15.511 0.101
H 13.503 21.810 16.477 0.041
O 18.320 15.731 16.771 -0.316
P 19.642 15.512 16.082 0.539
N 19.947 13.897 15.986 -0.327
C 18.839 12.986 15.958 -0.133
C 21.178 13.249 15.520 -0.111
N 21.143 15.991 16.610 -0.299
C 21.517 17.425 16.524 -0.083
C 21.700 15.360 17.846 -0.073
N 19.637 16.234 14.579 -0.284
C 20.829 16.069 13.715 -0.101
C 18.414 16.309 13.786 -0.096
H 18.730 12.453 14.938 0.099
H 17.901 13.577 16.033 0.074
H 18.975 12.173 16.682 0.083
H 20.904 12.628 14.637 0.083
H 21.549 12.547 16.297 0.086
H 21.950 14.020 15.287 0.079
H 21.184 17.965 15.641 0.060
H 21.157 17.939 17.431 0.069
H 22.661 17.525 16.562 0.098
H 21.359 14.340 17.957 0.063
H 22.783 15.336 17.816 0.079
H 21.281 15.970 18.688 0.089
H 20.920 16.932 13.007 0.076
H 21.798 15.938 14.198 0.074
H 20.607 15.206 13.133 0.063
H 18.373 15.478 13.048 0.090
H 18.346 17.243 13.208 0.069
H 17.537 16.185 14.418 0.062
O 22.680 21.183 20.751 -0.295
P 23.054 20.768 22.109 0.454
N 24.601 20.202 22.189 -0.288
C 25.209 19.611 23.394 -0.107
C 25.618 20.924 21.378 -0.092
N 22.170 19.568 22.807 -0.256
C 20.723 19.921 22.897 -0.084
C 22.323 18.130 22.574 -0.090
N 22.828 22.106 23.072 -0.286
C 22.543 23.468 22.559 -0.076
C 23.399 22.011 24.418 -0.099
H 24.398 19.077 24.007 0.099
H 25.623 20.288 24.088 0.047
H 25.885 18.882 22.951 0.088
H 26.274 21.536 22.025 0.088
H 25.184 21.549 20.613 0.068
H 26.244 20.223 20.852 0.064
H 20.376 19.570 23.848 0.069
H 20.604 20.995 22.956 0.062
H 20.176 19.460 22.083 0.047
H 23.310 17.885 22.088 0.094
H 22.325 17.604 23.511 0.073
H 21.597 17.769 21.919 0.040
H 23.393 24.047 22.818 0.065
H 22.579 23.488 21.452 0.075
H 21.676 23.933 22.991 0.046
H 22.924 22.831 24.953 0.078
H 24.474 22.182 24.488 0.079
H 22.991 21.101 24.778 0.063
O 21.464 20.539 14.449 -0.269
P 21.397 21.291 13.196 0.458
N 22.372 20.660 12.076 -0.326
C 22.409 21.251 10.758 -0.121
C 22.646 19.255 12.057 -0.122
N 21.986 22.839 13.205 -0.284
C 21.129 23.777 13.902 -0.110
C 23.404 23.152 13.251 -0.087
N 19.838 21.368 12.643 -0.271
C 19.489 22.014 11.370 -0.109
C 18.913 20.331 13.058 -0.105
H 23.385 20.947 10.349 0.087
H 22.504 22.346 10.693 0.086
H 21.595 20.879 10.142 0.075
H 21.820 18.564 11.647 0.095
H 22.869 18.872 13.087 0.074
H 23.580 19.136 11.430 0.096
H 21.454 24.745 13.728 0.051
H 20.070 23.815 13.527 0.078
H 21.133 23.628 14.959 0.056
H 23.685 23.824 12.456 0.076
H 23.711 23.630 14.239 0.108
H 23.914 22.222 13.126 0.061
H 20.238 22.784 11.197 0.067
H 19.423 21.341 10.505 0.083
H 18.534 22.559 11.451 0.071
H 17.928 20.808 13.041 0.054
H 19.166 20.034 14.045 0.054
H 18.804 19.462 12.397 0.082
O 17.170 20.977 19.406 -0.287
P 18.243 21.683 18.682 0.552
N 19.505 20.631 18.602 -0.272
C 20.556 20.814 17.599 -0.091
C 19.817 19.752 19.721 -0.106
N 18.801 23.164 19.321 -0.275
C 19.763 23.172 20.405 -0.114
C 17.803 24.208 19.457 -0.099
N 17.826 22.333 17.226 -0.264
C 16.653 21.783 16.524 -0.076
C 18.685 23.151 16.406 -0.116
H 20.779 21.836 17.374 0.046
H 20.322 20.387 16.585 0.068
H 21.523 20.325 17.957 0.092
H 19.521 18.687 19.470 0.097
H 19.228 20.149 20.594 0.076
H 20.872 19.826 19.920 0.045
H 20.522 22.403 20.336 0.058
H 20.340 24.103 20.295 0.054
H 19.345 23.191 21.428 0.077
H 17.441 24.486 18.489 0.066
H 16.965 23.906 20.120 0.080
H 18.336 25.051 19.942 0.055
H 16.958 21.146 15.659 0.079
H 16.018 21.152 17.202 0.077
H 16.011 22.565 16.101 0.061
H 19.219 22.651 15.602 0.066
H 19.437 23.658 16.944 0.033
H 18.004 23.899 15.931 0.078
O 14.433 26.760 11.881 -0.311
P 15.785 26.849 12.550 0.505
N 16.872 25.955 11.703 -0.291
C 18.239 25.718 12.168 -0.113
C 16.658 25.808 10.241 -0.075
N 15.995 26.289 14.144 -0.304
C 15.819 24.893 14.411 -0.142
C 15.595 27.119 15.269 -0.098
N 16.240 28.368 12.744 -0.327
C 15.295 29.362 12.258 -0.092
C 17.466 28.895 13.165 -0.121
H 18.468 24.617 12.194 0.059
H 18.367 26.119 13.189 0.056
H 18.921 26.236 11.474 0.092
H 15.738 26.319 10.020 0.061
H 16.507 24.720 10.006 0.095
H 17.436 26.231 9.685 0.055
H 15.996 24.660 15.465 0.049
H 14.845 24.486 14.004 0.099
H 16.577 24.337 13.778 0.082
H 16.284 27.967 15.421 0.063
H 14.535 27.418 15.102 0.101
H 15.719 26.505 16.166 0.074
H 14.295 28.934 12.154 0.072
H 15.318 30.275 12.880 0.091
H 15.680 29.650 11.277 0.084
H 17.306 29.492 14.012 0.067
H 17.920 29.518 12.356 0.110
H 18.162 28.134 13.397 0.045
O 22.301 26.890 15.366 -0.293
P 22.010 27.422 16.726 0.507
N 22.473 26.302 17.913 -0.299
C 21.682 25.057 18.016 -0.103
C 23.893 25.937 17.909 -0.124
N 20.386 27.532 16.926 -0.295
C 19.462 26.914 16.041 -0.116
C 19.843 27.931 18.210 -0.083
N 22.799 28.781 17.237 -0.301
C 22.803 29.929 16.284 -0.058
C 23.262 28.935 18.620 -0.115
H 21.866 24.544 18.947 0.059
H 21.863 24.297 17.195 0.097
H 20.626 25.297 17.980 0.049
H 24.013 25.283 18.798 0.093
H 24.577 26.755 17.901 0.056
H 24.181 25.442 16.946 0.091
H 18.900 26.086 16.539 0.081
H 18.644 27.583 15.706 0.072
H 19.948 26.591 15.152 0.055
H 18.768 28.134 18.183 0.100
H 20.027 27.216 18.952 0.030
H 20.322 28.837 18.573 0.080
H 23.004 29.593 15.301 0.064
H 21.823 30.422 16.390 0.095
H 23.655 30.468 16.504 0.053
H 23.153 28.024 19.187 0.053
H 22.563 29.666 19.139 0.095
H 24.318 29.288 18.566 0.094
C 24.901 19.638 15.573 -0.009
C 24.998 18.862 16.842 -0.626
O 25.442 17.753 16.808 0.050
N 24.469 19.371 17.973 0.042
C 24.329 18.478 19.148 -0.071
H 25.149 20.682 15.563 0.063
H 23.864 19.617 15.145 0.071
H 25.620 19.225 14.828 0.098
H 23.962 20.243 17.850 0.127
H 25.231 18.376 19.823 0.086
H 24.107 17.457 18.827 0.066
H 23.570 18.819 19.890 0.056
C 14.508 21.480 11.433 0.002
C 15.094 20.192 11.976 -0.548
O 15.912 20.184 12.892 -0.003
N 14.645 19.102 11.355 0.005
C 14.985 17.789 11.782 -0.065
H 14.704 22.359 12.080 0.077
H 13.450 21.502 11.307 0.066
H 15.129 21.705 10.527 0.099
H 13.882 19.273 10.661 0.165
H 14.328 17.451 12.598 0.072
H 15.887 17.909 12.373 0.068
H 15.162 17.099 10.979 0.084
C 16.407 17.580 19.981 0.006
C 16.333 18.075 21.449 -0.507
O 16.222 17.285 22.404 -0.004
N 16.386 19.394 21.638 -0.005
C 16.303 19.977 22.902 -0.114
H 16.328 18.450 19.313 0.026
H 15.613 16.924 19.687 0.067
H 17.368 17.079 19.815 0.075
H 16.613 19.894 20.759 0.074
H 16.540 21.065 22.753 0.088
H 17.051 19.667 23.640 0.078
H 15.287 19.915 23.279 0.084
C 18.392 14.592 21.210 0.015
C 19.166 15.780 21.763 -0.532
O 19.691 16.601 21.009 0.009
N 19.153 15.827 23.105 0.030
C 19.327 17.053 23.895 -0.056
H 17.343 14.800 21.199 0.079
H 18.563 13.730 21.777 0.059
H 18.703 14.398 20.225 0.063
H 18.569 15.105 23.530 0.140
H 20.290 17.076 24.343 0.052
H 18.543 17.132 24.643 0.091
H 19.337 17.878 23.185 0.050
C 15.143 15.959 16.400 0.004
C 14.762 17.091 15.494 -0.567
O 13.861 16.941 14.680 0.008
N 15.512 18.206 15.630 0.052
C 16.674 18.350 16.508 -0.057
H 16.147 15.611 16.165 0.046
H 14.411 15.189 16.305 0.081
H 15.323 16.206 17.430 0.063
H 15.374 18.898 14.890 0.117
H 17.156 17.367 16.587 0.045
H 16.405 18.835 17.486 0.071
H 17.325 18.987 16.010 0.046
C 12.469 25.943 22.663 -1.002
Cl 10.844 26.187 21.921 0.482
Cl 12.894 27.360 23.624 0.505
H 12.392 25.068 23.304 0.022
H 13.271 25.927 21.880 0.025
```

Properties
**Highest occupied orbital energy**: -8.24 eV
**HOMO-LUMO gap**: 8.397 eV
**Molecular weight**: 2063.24 g/mol
**Spin multiplicity**: 1

=====

- Which of these has the highest molecular weight?
  C70H199Cl2N32O14P9

=====

- Number 1 is which compound?
  C19H13Br2I2N5O3SSn